# 1
20
Properties=species:S:1:pos:R:3:forces:R:3 method="wB97M-V/def2-TZVPD" largest_force_ev_per_a=0.92 gap_ev=9.8309 relative_energy_ev=0.713 molar_mass_g_mol=107.15
C -2.159 -1.311 -1.352 0.3 0.7 -0.5
N -1.510 0.005 -1.173 -0.4 -0.4 0.3
C -0.102 -0.085 -0.835 -0.1 -0.3 -0.2
C 0.380 1.164 -0.145 -0.3 0.3 0.4
C 1.879 1.188 -0.013 0.4 -0.5 0.3
O -0.257 1.161 1.149 0.2 -0.2 -0.1
H -1.529 -2.127 -1.002 0.0 -0.2 0.2
H -2.393 -1.476 -2.398 0.2 -0.1 -0.3
H -3.110 -1.310 -0.845 -0.3 -0.2 0.4
H -1.979 0.445 -0.393 0.1 0.2 0.1
H 0.094 -0.940 -0.157 0.1 0.1 -0.1
H 0.475 -0.258 -1.749 0.1 0.0 0.0
H -0.002 2.045 -0.658 0.1 0.1 -0.4
H 2.282 2.044 0.505 -0.1 0.6 0.0
H 2.213 0.348 0.586 -0.1 -0.4 0.2
H 2.390 1.082 -0.957 0.0 0.2 -0.5
H 0.129 1.865 1.679 0.0 0.0 0.1
O 1.060 -1.058 2.921 0.3 -0.7 -0.4
H 1.427 -1.951 2.788 -0.2 0.6 0.2
H 0.711 -0.831 2.047 -0.1 0.3 0.2

# 2
56
Properties=species:S:1:pos:R:3:forces:R:3 method="wB97M-V/def2-TZVPD" largest_force_ev_per_a=2.15 gap_ev=6.9019 total_charge=-1 relative_energy_ev=1.689 molar_mass_g_mol=296.28
C -2.332 -0.210 3.924 -0.2 -0.3 0.1
N -2.267 0.883 2.882 0.4 -1.8 1.1
C -1.165 0.493 1.941 0.4 0.1 0.2
B -0.906 1.526 0.697 0.4 0.2 -0.2
C 0.600 1.243 0.026 -0.1 -0.3 0.1
C -2.102 1.581 -0.440 -0.5 -0.4 -0.6
C -3.015 0.284 -0.540 -0.1 1.0 -1.3
C -2.247 -1.041 -0.939 -1.0 -1.2 0.7
C -2.880 -2.256 -0.078 0.4 -0.2 0.0
C -2.431 -1.462 -2.460 -0.5 -0.9 0.7
C -1.646 -2.821 -2.793 0.6 1.4 -0.1
C -0.104 -2.677 -2.524 0.3 -1.5 0.6
C 0.762 -3.722 -2.217 0.1 1.3 -0.1
C 2.249 -3.592 -2.771 -0.9 0.8 1.3
C 0.416 -4.986 -1.347 0.2 -0.2 -1.0
H -1.454 -0.923 3.833 -0.9 0.9 0.0
H -2.298 0.194 4.977 -0.3 -0.3 -0.9
H -3.255 -0.857 3.766 0.9 0.7 0.5
H -3.188 0.837 2.442 0.6 0.3 -0.4
H -0.208 0.493 2.565 -1.1 -0.1 -0.6
H -1.337 -0.591 1.643 0.3 0.8 0.1
H -0.826 2.647 1.159 -0.1 0.5 0.4
H 1.419 1.705 0.674 -0.9 -0.9 -1.0
H 0.710 0.109 -0.046 0.5 1.2 -0.1
H 0.650 1.698 -1.009 0.2 -0.5 0.9
H -1.591 1.746 -1.446 -0.8 -0.2 0.9
H -2.771 2.480 -0.263 0.5 -1.0 -0.3
H -3.767 0.481 -1.382 0.6 -0.4 0.9
H -3.656 0.181 0.392 1.0 -0.1 -0.9
H -1.150 -1.042 -0.674 -1.1 0.5 -0.4
H -3.512 -1.897 0.780 0.7 -0.2 -0.8
H -3.544 -2.907 -0.733 0.8 0.6 0.8
H -2.052 -2.883 0.384 -1.0 0.5 -0.7
H -3.532 -1.727 -2.597 1.2 0.6 0.1
H -2.191 -0.646 -3.197 0.0 -0.8 0.8
H -2.105 -3.722 -2.303 0.5 0.9 -0.3
H -1.757 -2.956 -3.919 0.2 -0.1 1.3
H 0.337 -1.635 -2.569 -0.5 -1.3 -0.9
H 2.453 -2.482 -2.838 -0.1 -1.2 -0.2
H 2.283 -4.044 -3.800 0.2 0.3 1.1
H 3.015 -4.019 -2.062 -0.7 0.2 -0.9
H -0.225 -5.680 -1.967 0.4 0.5 1.0
H 1.362 -5.558 -1.084 -1.0 0.7 -0.5
H -0.061 -4.721 -0.356 0.2 -0.2 -1.4
O 3.757 1.792 1.542 0.1 0.3 -0.3
C 3.910 2.960 1.338 0.1 -0.9 0.2
O 3.720 3.549 0.127 0.0 0.0 0.1
C 4.092 4.929 0.202 0.0 0.2 -0.2
C 4.005 5.287 1.670 0.0 0.5 0.4
C 4.377 3.981 2.345 -0.3 0.6 0.1
H 5.107 5.039 -0.193 0.0 0.0 0.0
H 3.411 5.525 -0.407 0.0 -0.2 -0.1
H 4.646 6.125 1.948 0.0 0.0 -0.1
H 2.976 5.552 1.926 0.1 0.0 -0.1
H 5.457 3.882 2.476 0.0 -0.1 0.1
H 3.862 3.857 3.295 0.2 -0.3 0.0

# 3
12
Properties=species:S:1:pos:R:3:forces:R:3 method="wB97M-V/def2-TZVPD" largest_force_ev_per_a=12.45 gap_ev=8.0089 total_charge=+1 relative_energy_ev=6.266 molar_mass_g_mol=84.10
C 3.837 0.267 -0.045 -9.4 4.4 1.6
N 2.369 0.444 0.112 -1.2 -0.2 -0.9
C 0.817 0.445 0.064 12.4 -1.4 0.2
N -0.293 0.175 0.046 -0.4 1.5 0.3
C -1.646 0.780 -0.238 0.8 1.0 -1.4
N -2.439 -0.306 -0.410 -2.4 -0.7 -1.1
H 4.255 -0.661 -0.071 0.9 -2.7 -0.3
H 4.312 1.237 0.143 0.1 -0.6 -0.4
H -1.921 1.370 0.638 0.3 0.0 0.0
H -1.379 1.495 -1.123 -1.2 -1.5 1.4
H -2.526 -0.873 0.403 -0.4 -0.4 0.3
H -2.702 -0.758 -1.283 0.5 0.6 0.3

# 4
14
Properties=species:S:1:pos:R:3:forces:R:3 method="wB97M-V/def2-TZVPD" spin_multiplicity=3 largest_force_ev_per_a=5.77 gap_ev="7.9034 / 7.1247" relative_energy_ev=0.000 molar_mass_g_mol=171.00
C 1.966 1.734 -0.323 2.6 1.2 -0.6
C 0.726 -0.913 -1.149 1.0 1.5 -0.5
C 0.686 -0.035 0.072 -3.5 -4.4 1.1
C 1.593 -1.173 0.058 0.9 1.1 -0.8
C -0.498 0.041 1.037 1.0 1.8 -2.0
O 2.197 2.202 -1.368 -0.4 0.6 0.1
F 2.199 2.263 0.887 -0.3 0.4 0.1
Cl 3.368 -0.871 0.076 -0.3 -0.1 -0.2
Cl 1.196 -2.645 0.842 0.0 -0.8 0.9
H -0.018 -1.716 -1.271 0.1 0.8 -0.5
H 1.203 -0.371 -2.025 -0.6 -1.2 0.8
H -0.103 0.595 1.900 -0.8 -0.5 0.3
H -0.842 -0.986 1.177 -0.1 0.2 0.5
H -1.261 0.652 0.487 0.3 -0.6 0.9